# 1
{
  "formula": "C18H51LiO13",
  "method": "ωB97M-V with the def2-TZVPD basis set",
  "elements": ["Li", "C", "C", "O", "H", "H", "H", "H", "H", "C", "C", "C", "O", "H", "H", "H", "H", "H", "H", "H", "H", "C", "C", "C", "O", "H", "H", "H", "H", "H", "H", "H", "H", "C", "C", "O", "O", "H", "H", "H", "H", "H", "H", "C", "C", "O", "O", "H", "H", "H", "H", "H", "H", "C", "C", "O", "O", "H", "H", "H", "H", "H", "H", "C", "C", "O", "O", "H", "H", "H", "H", "H", "H", "C", "C", "O", "O", "H", "H", "H", "H", "H", "H"],
  "xyz": [[-0.392, -14.962, 9.371], [-2.281, -17.852, 12.179], [-1.603, -17.312, 10.930], [-1.169, -15.980, 11.030], [-2.684, -18.850, 12.009], [-3.158, -17.256, 12.434], [-1.558, -17.918, 12.992], [-2.365, -17.491, 10.172], [-0.805, -17.920, 10.504], [3.776, -15.190, 8.672], [2.310, -15.549, 8.749], [2.083, -17.040, 9.072], [1.513, -14.768, 9.656], [4.250, -15.404, 7.714], [4.338, -15.715, 9.444], [3.945, -14.150, 8.953], [1.817, -15.433, 7.784], [2.454, -17.392, 10.035], [2.554, -17.668, 8.316], [1.018, -17.210, 8.917], [1.976, -14.863, 10.492], [-3.186, -21.374, 8.211], [-2.126, -20.946, 7.254], [-1.597, -19.512, 7.381], [-1.129, -21.927, 7.458], [-4.033, -20.688, 8.199], [-2.925, -21.490, 9.263], [-3.729, -22.240, 7.833], [-2.577, -21.029, 6.265], [-1.113, -19.168, 6.467], [-0.837, -19.342, 8.143], [-2.438, -18.834, 7.524], [-0.345, -21.628, 6.991], [-5.733, -14.343, 9.711], [-4.615, -15.350, 9.926], [-3.852, -14.993, 11.089], [-5.188, -13.068, 9.358], [-6.418, -14.229, 10.551], [-6.328, -14.649, 8.851], [-3.994, -15.549, 9.053], [-5.170, -16.224, 10.267], [-3.046, -15.515, 11.098], [-4.631, -12.751, 10.072], [0.323, -14.707, 13.953], [1.458, -15.646, 13.608], [1.459, -15.944, 12.252], [-0.993, -15.207, 13.847], [0.420, -13.751, 13.439], [0.448, -14.421, 14.997], [1.158, -16.588, 14.068], [2.416, -15.349, 14.035], [0.557, -16.214, 12.065], [-1.195, -15.443, 12.939], [0.335, -20.511, 12.856], [0.015, -21.076, 11.453], [0.868, -22.188, 11.265], [0.281, -21.521, 13.858], [-0.337, -19.683, 13.081], [1.277, -19.965, 12.799], [0.175, -20.373, 10.636], [-1.007, -21.446, 11.536], [1.305, -22.025, 10.426], [0.932, -22.144, 13.526], [-5.225, -20.008, 10.818], [-4.224, -20.863, 11.552], [-4.556, -22.204, 11.280], [-6.355, -19.538, 11.583], [-5.602, -20.534, 9.941], [-4.697, -19.107, 10.504], [-4.113, -20.605, 12.605], [-3.189, -20.723, 11.241], [-3.937, -22.686, 11.834], [-6.841, -20.293, 11.924], [-4.099, -17.754, 16.628], [-3.584, -16.573, 15.718], [-2.283, -16.216, 16.129], [-5.479, -17.978, 16.503], [-3.774, -17.651, 17.663], [-3.609, -18.671, 16.300], [-4.353, -15.809, 15.840], [-3.627, -16.741, 14.642], [-1.779, -15.974, 15.348], [-5.616, -18.781, 17.011]],
  "forces_ev_per_a": [[-0.20, -0.53, 1.52], [0.59, -0.39, 0.05], [-0.40, 0.22, -0.58], [0.00, 0.15, -0.48], [0.24, -0.11, -0.10], [0.23, 0.30, 0.18], [-0.29, 0.19, 0.36], [-0.55, 0.55, -0.72], [0.55, -0.67, 0.61], [0.34, 0.55, 0.95], [-0.47, -1.51, -0.51], [0.02, 0.12, -0.82], [0.72, 0.27, -0.83], [-0.27, 0.03, 0.00], [-0.02, -0.38, 0.00], [-0.16, 0.26, -0.48], [0.20, 0.43, -0.24], [-0.28, 0.37, 0.17], [0.26, 0.10, -0.15], [-0.16, -0.33, 0.59], [-0.55, 0.00, 1.05], [-2.07, 0.61, 0.28], [0.04, 0.06, 0.49], [-0.08, 0.16, -0.22], [0.87, 0.08, -0.46], [0.12, 0.66, 0.06], [0.42, -0.19, -0.30], [0.66, -0.59, 0.21], [0.16, -0.08, -0.37], [-0.02, -0.24, -0.33], [-0.28, -0.30, 0.49], [0.02, 0.07, 0.22], [0.25, -0.22, -0.13], [1.10, 0.80, -0.80], [-1.12, -0.37, 2.13], [-0.59, 0.84, -0.76], [-0.29, 0.13, -0.31], [0.24, -0.32, 0.32], [0.00, -0.08, -0.03], [-0.11, 0.18, -0.13], [0.06, -0.81, -0.70], [0.84, 0.06, 0.03], [0.03, -0.19, 0.24], [0.41, 1.26, 1.05], [-1.70, -1.02, 1.03], [1.47, 0.40, -1.24], [0.47, -0.27, 0.49], [0.00, 0.05, -0.54], [-0.08, -0.15, 0.25], [0.34, -0.20, 0.82], [0.04, 0.24, -0.53], [-0.77, -0.03, -0.89], [-0.14, -0.09, -1.04], [-0.30, 1.02, -0.84], [-0.04, -0.14, 1.69], [0.43, -0.24, -0.52], [0.13, 0.84, -0.84], [-0.55, -0.44, 0.29], [0.69, -0.47, 0.23], [-0.43, 0.33, 0.23], [-0.24, 0.09, -0.56], [0.18, -0.46, 0.06], [0.11, -0.56, 0.22], [-0.28, 0.99, 0.39], [0.30, 0.14, -0.29], [0.04, -0.49, 0.84], [0.76, -0.15, -0.14], [0.27, -0.13, -0.09], [-0.24, 0.17, -0.16], [-0.85, -0.13, 0.42], [0.06, 0.47, -0.78], [-0.13, -0.73, -0.09], [0.00, -0.18, -0.02], [1.62, -0.23, -1.48], [-1.08, -0.62, 1.00], [-0.52, -0.19, 0.48], [-0.45, 0.34, 0.16], [-0.08, 0.71, 0.12], [0.45, -0.14, -0.19], [0.22, 0.71, 0.39], [0.11, -0.77, 0.01], [0.17, 0.25, -0.39], [-0.47, -0.02, -0.08]],
  "charge": 0,
  "max_force_ev_per_a": 2.436,
  "gap_ev": 8.14
}

# 2
{
  "formula": "C20H25BO12S",
  "method": "ωB97M-V with the def2-TZVPD basis set",
  "elements": ["C", "C", "O", "O", "C", "C", "C", "C", "C", "C", "O", "S", "O", "O", "O", "B", "O", "O", "H", "H", "H", "H", "H", "H", "H", "H", "H", "H", "H", "H", "H", "H", "H", "H", "H", "C", "C", "C", "O", "C", "C", "C", "O", "H", "H", "H", "H", "C", "C", "C", "O", "C", "C", "C", "O", "H", "H", "H", "H"],
  "xyz": [[-3.434, 2.706, 1.843], [-3.275, 1.273, 1.393], [-3.723, 0.884, 0.381], [-2.579, 0.449, 2.217], [-1.390, -0.132, 1.613], [-0.175, 0.254, 2.463], [1.181, 0.149, 1.746], [1.708, 1.399, 1.029], [1.164, 1.660, -0.392], [0.096, 2.780, -0.416], [-1.132, 2.286, -0.987], [-1.702, 3.251, -2.170], [-1.761, 4.591, -1.679], [-3.295, 2.718, -2.146], [-3.741, 2.678, -3.474], [-3.652, 1.377, -3.944], [-2.738, 0.492, -3.420], [-4.463, 1.001, -4.971], [-4.475, 2.991, 1.732], [-3.133, 2.748, 2.887], [-2.809, 3.353, 1.237], [-1.293, 0.119, 0.561], [-1.534, -1.206, 1.699], [-0.323, 1.213, 2.960], [-0.146, -0.471, 3.270], [1.182, -0.712, 1.078], [1.912, -0.087, 2.523], [2.784, 1.253, 0.914], [1.609, 2.307, 1.624], [1.993, 2.066, -0.974], [0.820, 0.762, -0.904], [0.458, 3.641, -0.971], [-0.083, 3.074, 0.617], [-2.870, 0.401, -2.463], [-3.898, 0.634, -5.665], [2.499, -0.226, -4.263], [2.536, -0.345, -5.587], [1.424, -0.984, -6.334], [1.459, -1.094, -7.540], [0.270, -1.483, -5.547], [0.234, -1.364, -4.223], [1.345, -0.726, -3.479], [1.311, -0.614, -2.270], [3.300, 0.237, -3.700], [3.369, 0.014, -6.178], [-0.531, -1.945, -6.109], [-0.600, -1.721, -3.632], [2.639, -4.824, 5.036], [1.845, -4.491, 4.022], [1.317, -3.113, 3.877], [0.592, -2.814, 2.951], [1.711, -2.118, 4.906], [2.505, -2.450, 5.920], [3.033, -3.829, 6.065], [3.757, -4.132, 6.987], [3.033, -5.824, 5.160], [1.548, -5.202, 3.262], [1.318, -1.117, 4.784], [2.802, -1.739, 6.680]],
  "forces_ev_per_a": [[-0.01, -0.80, 0.86], [0.45, 0.86, 1.22], [-0.91, -0.92, -2.49], [0.74, 0.69, 0.08], [-0.11, -0.41, 0.78], [0.03, -0.41, -0.14], [-0.14, 0.51, 0.57], [0.20, -0.62, -0.73], [-0.08, 1.05, 0.22], [0.61, -0.92, 0.46], [-1.00, 0.22, -0.21], [0.25, -0.29, -1.18], [0.10, 0.77, 0.56], [0.62, -0.28, 1.54], [-0.70, 0.09, -0.66], [0.28, -0.66, 0.23], [-0.34, -0.23, 0.39], [0.50, 0.81, -0.73], [-0.04, 0.15, -0.08], [-0.02, 0.38, 0.06], [0.10, 0.04, -0.15], [-0.17, 0.29, -0.08], [0.15, -0.15, -0.28], [0.01, 0.29, -0.33], [-0.10, -0.02, 0.16], [-0.01, -0.01, -0.17], [0.08, -0.07, -0.01], [0.07, -0.02, 0.09], [-0.14, -0.05, 0.24], [0.10, -0.29, -0.19], [-0.06, 0.23, 0.33], [-0.10, 0.15, -0.02], [-0.39, 0.28, -0.10], [0.44, 0.13, -0.03], [-0.47, -0.40, 0.02], [0.06, 0.02, -0.04], [0.04, 0.03, 0.07], [-0.03, -0.02, -0.06], [0.01, 0.01, 0.00], [-0.02, 0.00, 0.06], [-0.07, -0.03, -0.03], [-0.07, -0.02, 0.03], [0.12, -0.32, -0.28], [-0.02, -0.01, 0.03], [-0.02, -0.01, -0.04], [0.02, 0.00, -0.03], [0.00, 0.05, 0.03], [-0.04, -0.03, -0.07], [0.05, -0.06, 0.04], [-0.03, -0.03, -0.06], [0.03, -0.05, 0.05], [0.03, 0.01, 0.04], [-0.05, 0.07, -0.04], [0.05, -0.03, 0.06], [0.00, 0.01, -0.01], [0.02, 0.01, 0.04], [-0.03, 0.04, -0.02], [-0.02, 0.00, -0.01], [0.02, -0.03, 0.02]],
  "charge": 0,
  "max_force_ev_per_a": 2.801,
  "gap_ev": 8.38
}